60
Properties=species:S:1:pos:R:3 method="wB97M-V/def2-TZVPD" max_force_ev_per_a=2.01 e_homo_ev="-9.2 / -9.9" orbital_gap_ev="5.88 / 6.42" total_charge=+1 spin_multiplicity=5
C 4.925 -1.395 2.380
C 3.853 -0.534 2.056
C 3.158 -0.755 0.794
C 2.945 -2.147 0.594
C 3.888 -3.104 1.041
C 4.912 -2.711 1.886
C 1.724 -2.447 -0.022
C 1.685 -1.801 -1.299
C 2.280 -0.497 -1.367
C 2.783 0.017 -2.593
C 2.718 -0.800 -3.719
C 2.096 -2.054 -3.668
C 1.511 -2.517 -2.502
H 5.708 -1.110 3.093
H 3.772 -4.126 0.668
H 5.651 -3.446 2.201
H 1.204 -3.397 0.138
H 3.197 -0.478 -4.650
H 2.060 -2.648 -4.580
H 1.004 -3.485 -2.496
N 2.543 0.120 -0.110
Mn 1.493 1.646 -0.495
C 3.047 0.117 3.121
H 2.721 1.134 2.867
H 3.493 0.099 4.125
C 3.373 1.432 -2.685
H 4.130 1.629 -1.901
H 3.827 1.608 -3.669
P 1.551 -1.015 3.166
P 2.081 2.758 -2.451
C 1.037 2.558 -3.923
H 0.129 3.154 -3.745
H 1.562 2.906 -4.829
H 0.739 1.506 -4.038
C 2.852 4.399 -2.573
H 3.162 4.644 -3.601
H 2.103 5.129 -2.226
H 3.715 4.474 -1.897
C 1.237 -1.233 4.920
H 1.699 -0.421 5.501
H 0.160 -1.252 5.133
H 1.709 -2.188 5.204
C 0.295 -0.084 2.252
H -0.419 -0.816 1.842
H -0.230 0.639 2.899
H 0.717 0.517 1.403
C -0.473 0.998 -1.040
O -0.504 0.395 -2.113
H 1.705 -2.329 2.533
F -4.783 2.318 2.330
C -3.824 1.964 1.410
C -3.553 0.617 1.177
C -2.536 0.288 0.284
C -1.719 1.295 -0.245
C -2.137 2.627 -0.158
C -3.168 2.970 0.713
H -4.122 -0.143 1.699
H -2.404 -0.757 -0.037
H -1.654 3.361 -0.806
H -3.477 3.996 0.843